The following is a quantum chemistry calculation of a cluster of 11 separate species, C28H47Cl10NO16 in total in a non-equilibrium geometry, from the Open Molecules 2025 dataset.

The geometry in XYZ format:
```
102
Properties=species:S:1:pos:R:3:forces:R:3
C -2.858 3.815 2.965 -0.3 0.5 0.3
C -1.956 4.983 2.694 -0.5 1.3 -1.1
O -0.627 4.470 2.727 0.5 1.5 0.3
C -0.643 3.213 3.140 1.6 -1.6 -0.2
O 0.342 2.514 3.364 -2.5 1.7 -0.4
O -1.920 2.829 3.146 0.7 -3.7 1.0
H -3.540 3.543 2.160 0.0 0.0 0.1
H -3.385 3.955 3.909 -0.3 -0.1 -0.1
H -2.158 5.764 3.427 0.7 0.1 0.0
H -2.135 5.374 1.692 0.2 0.2 0.1
C -4.445 -2.118 -1.544 -2.0 -0.4 0.2
C -5.494 -1.450 -2.458 0.6 -2.4 -0.6
O -5.277 -0.107 -2.273 1.8 2.1 0.9
C -3.969 0.070 -1.782 -0.2 3.8 -0.3
O -3.429 1.204 -1.740 -1.7 -4.6 0.0
O -3.497 -1.098 -1.336 1.0 1.2 -0.4
H -4.058 -3.029 -2.000 0.6 0.1 -0.1
H -4.876 -2.356 -0.572 0.0 -0.1 0.1
H -6.517 -1.800 -2.313 0.0 0.5 0.6
H -5.281 -1.717 -3.493 0.2 0.0 -0.3
C 2.528 -2.610 4.537 3.0 0.5 0.3
C 2.389 -2.589 6.047 -1.3 -1.3 -1.1
O 1.088 -2.034 6.064 -0.1 0.8 4.8
C 0.461 -2.018 4.929 -4.3 1.3 1.3
O -0.714 -1.714 4.833 1.6 -0.3 -0.3
O 1.269 -2.358 4.023 1.1 -1.2 -4.3
H 2.925 -3.559 4.175 -0.1 0.3 -0.3
H 3.187 -1.765 4.338 0.1 -0.2 -1.0
H 3.101 -2.020 6.646 -0.2 0.1 -0.3
H 2.334 -3.635 6.348 0.0 0.1 0.8
C -1.005 -4.009 -0.948 0.5 -0.7 -1.7
C -1.996 -5.139 -0.857 0.7 -0.6 1.2
O -2.255 -5.130 0.571 -0.8 -0.7 0.8
C -1.714 -4.068 1.164 -2.2 0.8 2.2
O -1.926 -3.648 2.301 0.4 -1.6 -1.6
O -1.055 -3.362 0.303 1.4 1.7 -1.2
H -1.310 -3.410 -1.805 0.2 0.8 0.3
H 0.000 -4.388 -1.136 -0.1 0.2 0.2
H -1.533 -6.106 -1.055 -0.3 0.1 -0.3
H -2.895 -4.986 -1.455 -0.3 0.0 0.2
C -0.656 0.315 0.448 0.5 -0.2 2.1
C 0.143 -0.305 1.580 -2.1 -1.5 1.7
O 1.479 -0.331 1.197 1.4 0.6 -2.0
C 1.524 -0.067 -0.137 2.1 -0.4 -1.4
O 2.572 -0.098 -0.840 -3.9 0.3 2.4
O 0.266 0.184 -0.602 1.7 0.3 -1.2
H -0.827 1.334 0.795 -0.4 0.3 -1.1
H -1.551 -0.291 0.310 0.0 0.6 -0.6
H -0.239 -1.321 1.681 0.5 -0.3 0.2
H 0.016 0.169 2.553 0.2 0.2 -0.2
C -1.383 3.808 -0.885 -0.1 -0.1 -0.2
C -1.183 5.012 -1.797 1.6 -1.3 0.4
O -0.051 5.221 -2.234 -1.4 0.7 0.1
N -2.323 5.671 -2.112 -0.7 1.7 -0.4
C -2.274 7.057 -2.685 0.4 -0.9 0.6
H -2.366 3.794 -0.414 0.0 -0.3 -0.1
H -0.604 3.692 -0.132 0.1 0.6 0.0
H -1.244 2.925 -1.509 -0.5 -0.1 -0.1
H -3.130 5.474 -1.537 0.2 -0.2 -0.2
H -1.423 7.506 -2.172 0.1 0.4 -0.6
H -3.152 7.658 -2.447 -0.2 -0.5 0.2
H -2.178 7.060 -3.770 0.3 -0.1 0.1
Cl -0.099 0.303 -3.871 0.3 0.0 -0.5
C 0.798 1.832 -3.706 0.7 0.8 1.1
C 2.320 1.718 -3.912 -1.6 -1.6 -1.0
Cl 3.121 3.284 -3.818 0.0 -0.1 0.3
H 0.676 2.078 -2.651 -0.3 0.4 -0.1
H 0.399 2.625 -4.338 -0.3 -0.3 0.0
H 2.436 1.319 -4.920 0.5 0.1 0.0
H 2.645 0.947 -3.213 0.6 0.5 0.2
Cl -4.031 0.483 1.874 0.2 -0.2 0.3
C -3.632 -1.193 2.425 0.8 0.1 -0.6
C -4.493 -1.680 3.551 -0.3 -0.7 0.3
Cl -6.228 -1.585 3.143 -0.4 0.0 -0.1
H -2.570 -1.297 2.649 0.0 0.6 0.7
H -3.637 -1.789 1.513 -0.9 -0.2 0.2
H -4.407 -1.218 4.534 0.4 0.5 -0.4
H -4.303 -2.738 3.732 0.2 0.0 -0.3
Cl 6.614 0.618 0.733 1.1 -0.6 0.1
C 5.572 2.007 0.490 -0.5 -0.1 -0.5
C 5.152 2.124 -0.987 0.2 0.2 0.8
Cl 6.451 2.719 -2.121 -0.6 -0.2 0.8
H 6.032 2.885 0.943 0.0 0.0 -0.4
H 4.708 1.727 1.091 -0.3 0.4 -0.3
H 4.298 2.802 -0.970 0.2 0.1 -0.6
H 4.841 1.144 -1.347 0.0 0.2 0.0
Cl 5.437 -4.710 -0.631 0.2 -0.1 0.1
C 5.523 -2.925 -0.593 -0.9 -0.3 0.0
C 4.424 -2.287 0.270 1.0 0.2 -1.1
Cl 4.498 -2.916 1.911 0.0 0.1 0.4
H 5.412 -2.637 -1.639 0.0 0.3 0.1
H 6.494 -2.596 -0.224 0.0 -0.3 0.0
H 3.398 -2.351 -0.092 0.4 -0.3 -0.1
H 4.765 -1.253 0.231 -0.6 0.2 0.6
Cl 2.445 -1.606 -6.209 0.8 -0.1 -0.1
C 2.033 -2.799 -4.958 -1.3 0.2 1.0
C 2.703 -2.576 -3.611 1.0 0.3 0.1
Cl 2.213 -3.774 -2.366 -0.2 0.0 -0.4
H 2.147 -3.831 -5.290 0.1 0.3 -0.2
H 0.985 -2.534 -4.823 -0.1 -0.7 0.1
H 2.499 -1.599 -3.174 -0.2 0.0 -0.2
H 3.785 -2.701 -3.657 0.0 0.1 -0.3
```
Forces are in eV/Å.

As for the spin multiplicity: 2. Its energy is -6955.624912 Eh. Its total charge is -1. As for the molar mass: 1008.20 g/mol.